Entry 1:
Computed, not measured: a 10-piece molecular cluster, H20O10 overall at a distorted geometry, with wB97M-V/def2-TZVPD.

Each line ends with the Löwdin charge.
CARTESIAN COORDINATES (ANGSTROEM)
O -0.470 0.061 -0.409  -0.047
H -0.115 -0.614 0.180  0.038
H -1.418 -0.113 -0.422  0.015
O -4.823 2.437 -0.653  -0.063
H -4.113 3.034 -0.395  0.031
H -5.220 2.862 -1.422  0.034
O 2.355 -2.582 -2.436  -0.102
H 1.438 -2.314 -2.309  0.047
H 2.862 -1.793 -2.215  0.056
O 4.134 1.359 0.938  -0.087
H 3.509 1.007 1.582  0.048
H 4.162 2.303 1.131  0.026
O 0.245 -3.751 1.937  -0.053
H -0.487 -3.861 1.319  0.033
H -0.040 -3.031 2.511  0.033
O 0.752 4.999 -0.606  -0.063
H 1.568 4.938 -0.096  0.012
H 0.580 4.092 -0.883  0.027
O -2.525 0.077 1.939  -0.051
H -2.046 0.737 1.426  0.021
H -3.000 -0.437 1.276  0.021
O 2.492 2.409 0.225  -0.078
H 3.149 3.110 0.153  0.050
H 1.946 2.676 0.973  0.062
O -4.688 -2.363 -0.623  -0.053
H -3.764 -2.334 -0.349  0.017
H -4.646 -2.486 -1.578  0.040
O 2.477 -3.230 -0.592  -0.112
H 2.589 -3.323 0.361  0.036
H 3.096 -3.868 -0.964  0.061

Properties
SMILES: O.O.O.O.O.O.O.O.O.O
max |F|: 5.35 eV/A
charge: 0
E_tot: -20795.847 eV
frontier orbital gap: 8.9 eV
ΔE to the lowest compared entry with this formula, charge and spin: 6.765 eV

***

Entry 2:
Computed, not measured: H20O10 as an isolated structure at a distorted geometry, with wB97M-V/def2-TZVPD.

Each line ends with the Löwdin charge.
CARTESIAN COORDINATES (ANGSTROEM)
H 0.221 -1.747 0.040  0.073
H -0.835 -0.654 0.071  0.030
H -1.273 0.694 2.728  0.058
H 0.046 0.028 3.086  0.063
H -2.784 -1.861 -1.093  0.033
H -2.116 -1.845 0.272  -0.016
H -1.265 1.391 0.106  0.031
H -0.739 2.083 1.353  0.042
H -4.687 -1.311 -0.676  -0.011
H -6.090 -1.646 -0.196  0.040
H 3.875 0.093 1.037  0.071
H 2.387 -0.129 1.255  0.056
H 3.403 -1.710 -0.364  -0.004
H 3.019 -3.181 -0.348  0.039
H 2.825 -0.201 -1.006  0.015
H 2.286 -0.623 -2.363  0.073
H -1.478 2.740 -1.046  -0.024
H -2.826 3.210 -1.567  0.038
H 3.203 2.927 0.164  0.047
H 1.967 2.333 -0.491  0.027
O -0.465 -1.368 0.602  -0.037
O -0.320 0.780 2.607  -0.066
O -2.656 -2.399 -0.303  -0.057
O -0.464 1.771 0.483  -0.060
O -5.538 -0.906 -0.473  -0.064
O 3.192 -0.585 0.985  -0.038
O 3.136 -2.433 -0.944  -0.144
O 2.943 -0.860 -1.699  -0.116
O -1.889 3.189 -1.793  -0.054
O 2.922 2.218 -0.425  -0.044

Properties
max |F|: 10.09 eV/A
charge: 0
E_tot: -20795.561 eV
frontier orbital gap: 7.8 eV
ΔE to the lowest compared entry with this formula, charge and spin: 7.051 eV

***

Entry 3:
Computed, not measured: a 10-piece molecular cluster, H20O10 overall at a distorted geometry, with wB97M-V/def2-TZVPD.

Each line ends with the Löwdin charge.
CARTESIAN COORDINATES (ANGSTROEM)
O 1.983 0.639 -1.066  -0.012
H 2.624 0.811 -1.691  0.051
H 2.447 0.882 -0.248  0.034
O -1.765 -3.668 1.018  -0.055
H -1.498 -3.904 1.934  0.048
H -1.386 -2.800 0.976  -0.035
O 2.524 1.318 1.400  -0.002
H 2.360 0.408 1.511  -0.011
H 2.153 1.795 2.101  0.051
O -2.051 -1.798 -2.275  -0.097
H -1.325 -1.771 -1.546  0.030
H -2.799 -2.192 -1.840  0.014
O -2.499 -0.795 0.905  -0.030
H -1.710 -0.604 0.363  -0.014
H -2.355 -0.470 1.763  0.009
O -0.256 2.154 0.776  -0.012
H 0.531 1.593 0.759  0.000
H 0.141 2.889 0.360  0.018
O -1.845 1.416 -1.468  -0.018
H -1.407 1.342 -2.277  0.000
H -1.310 1.184 -0.739  -0.053
O -0.104 -0.877 -0.515  -0.091
H 0.568 -0.225 -0.845  0.031
H 0.475 -1.150 0.225  0.024
O 1.507 -1.248 1.764  -0.017
H 0.682 -1.096 2.287  0.108
H 1.985 -1.835 2.311  0.060
O 0.662 2.717 -2.384  -0.038
H 0.994 1.957 -1.959  -0.052
H 0.666 3.336 -1.609  0.060

Properties
SMILES: O.O.O.O.O.O.O.O.O.O
max |F|: 3.41 eV/A
charge: 0
E_tot: -20798.845 eV
frontier orbital gap: 8.9 eV
ΔE to the lowest compared entry with this formula, charge and spin: 3.768 eV